Record 1
DFT (ωB97M-V/def2-TZVPD) results for H30O19S as an isolated structure at a distorted geometry.

Geometry as XYZ:
```
50
Properties=species:S:1:pos:R:3:forces:R:3
S 0.20710 0.07634 0.09330 2.07 -2.84 -0.56
O -0.59890 1.23834 0.43230 2.64 -0.69 -1.68
O 1.59710 0.21334 0.59730 -1.24 0.69 -0.27
O -0.35290 -1.11566 0.77230 1.40 1.91 0.54
O 0.13610 -0.29266 -1.30770 0.65 0.43 0.37
O 1.11110 -1.84666 3.04830 0.43 1.73 -1.55
H 1.32810 -1.03166 3.56930 -0.25 -0.80 -1.13
H 0.75710 -1.53066 2.08930 1.60 -0.44 2.96
O -0.55690 1.15834 -3.07770 -1.29 -0.11 -1.02
H -0.25790 0.73134 -2.25570 0.04 0.28 -0.44
H 0.06310 1.79634 -3.37570 0.77 0.92 -0.09
O 1.51110 -3.86866 0.05130 5.10 -3.74 -2.80
H 1.78710 -3.39166 -0.73570 -0.03 0.11 -0.01
H 0.89510 -3.38966 0.43530 -4.82 3.43 2.79
O -1.37690 0.83634 2.57030 -0.55 -1.45 0.61
H -1.72590 -0.10566 2.65330 0.72 1.43 -0.13
H -0.90190 0.90434 1.65930 -1.72 -0.14 2.91
O 0.32510 3.28434 1.51630 3.01 0.89 0.08
H 1.28510 3.03334 1.30730 -1.59 1.00 0.61
H -0.08690 2.49634 1.20230 -0.75 -0.29 -0.12
O -2.47390 2.07334 -0.50970 -4.24 2.81 -3.15
H -3.01590 2.03234 0.25130 -1.08 0.02 1.13
H -1.72290 1.61034 -0.33070 2.31 -1.64 0.32
O 3.73410 -1.17466 0.37230 -1.52 0.17 1.44
H 2.84910 -0.71666 0.60930 1.57 -0.55 -1.02
H 3.69210 -1.81566 1.10630 0.52 -0.07 -0.58
O -1.92190 -1.56466 -4.08570 -0.56 1.94 -0.48
H -2.06090 -0.60666 -4.36770 0.69 -1.92 1.13
H -1.23090 -1.66966 -3.33970 -1.36 0.27 -1.83
O 3.07910 2.37134 0.96830 1.53 -2.90 -1.97
H 3.91310 2.13434 0.40130 -2.28 0.92 1.59
H 2.55510 1.46734 0.83930 0.97 2.29 0.42
O -1.31690 -2.08566 2.66630 -1.43 -1.71 7.44
H -0.51190 -1.97566 3.35630 -2.86 -0.81 -1.58
H -0.81390 -1.80266 1.99530 1.38 1.26 -3.79
O -3.83190 1.95934 2.02230 -3.56 4.91 1.42
H -3.55490 2.85734 2.47630 -1.97 -1.79 -1.18
H -2.96490 1.75834 2.07730 5.42 -3.25 0.18
O -0.19990 -2.55666 -2.71170 0.26 -3.69 -1.98
H -0.48390 -3.08666 -1.96870 -0.87 -1.71 0.44
H -0.03290 -1.88766 -2.14670 1.82 4.74 2.47
O 2.79410 0.03034 -2.49870 0.16 0.47 -3.32
H 1.86210 0.21934 -2.66570 0.24 -0.28 0.90
H 3.04510 -0.07666 -1.61770 -0.21 -0.32 2.33
O -1.23890 -3.08666 -0.17270 -0.50 0.54 -0.44
H -0.78090 -2.22566 0.23930 -1.50 -1.99 -1.41
H -2.10990 -2.75866 -0.48670 0.82 -0.31 0.43
O -0.82690 4.12334 -1.41970 2.95 0.51 0.49
H -0.01690 3.74534 -0.91470 -2.64 0.72 -1.02
H -1.55790 3.51234 -1.38970 -0.25 -0.95 0.56
```
Positions in Å, forces in eV/Å.

The relative energy (zero: lowest compared OMol25 entry of this formula, charge and spin) is 143.40 kcal/mol. The value obtained for the orbital gap is 9.6252 eV. For the HOMO energy, the calculation gives -4.734 eV. Its net charge is -2. The value obtained for the LUMO energy is 4.89 eV.



Record 2
DFT (ωB97M-V/def2-TZVPD) results for a 15-piece molecular cluster, H31O15 overall at a distorted geometry.

Geometry as XYZ:
```
46
Properties=species:S:1:pos:R:3:forces:R:3
O -0.82142 -3.92213 -0.15418 -1.00 -0.30 0.14
H 1.38566 -2.76956 0.95938 -2.59 -2.17 -14.35
H -0.17063 -3.97566 -0.86174 -0.38 -0.27 -0.19
O -0.86944 3.63720 -1.22577 -0.55 0.06 -1.62
H -1.38292 -0.23770 1.37710 -3.44 -0.22 0.03
H -0.52746 3.05987 -1.95632 -0.53 0.94 0.65
O -3.05090 -1.64218 -1.17189 0.35 -5.34 0.53
H -2.04310 2.13483 2.60379 0.40 -0.45 -2.55
H 3.10513 0.99583 3.33247 2.45 1.01 -3.77
O 2.22690 1.39800 -2.81987 -2.54 -0.51 0.36
H -0.89897 2.77149 -0.07732 0.69 -1.06 1.54
H 1.61087 0.59961 -2.58670 2.78 1.89 -1.05
O 1.51864 -2.67374 1.74611 5.65 3.10 14.15
H 0.03996 -0.92134 1.19581 -1.48 3.68 0.74
H 2.53350 -2.41062 1.78974 -3.28 -0.79 0.08
O 1.30093 0.65333 -0.49230 -7.33 5.58 -0.73
H -2.91430 -0.81230 -0.84133 0.68 3.39 1.40
H -2.65415 -2.30433 -0.48283 -0.92 1.97 -1.99
O -2.54619 2.52659 3.28276 0.33 -0.44 1.73
H 1.55721 1.35224 -1.16169 -0.53 -0.31 1.25
H -2.45605 -0.50333 -4.24957 3.51 1.49 2.40
O 1.71632 -1.19668 -3.59408 -3.46 4.85 4.65
H -1.66701 4.11895 -1.55932 0.99 -0.68 0.25
H -1.09620 -0.16160 -4.73891 0.44 0.41 0.40
O -0.62953 2.16296 0.75770 -1.08 2.82 -1.18
H 0.87571 -0.57694 -3.74903 2.51 -2.11 0.75
H -4.04887 -0.47667 1.15027 -2.86 -2.95 -2.27
O -0.50497 -0.92567 4.24143 6.64 -1.41 -1.49
H 1.73182 -1.61283 -4.35821 0.48 -3.51 -5.84
O -0.50255 0.02984 1.35088 5.32 -5.03 -0.27
H -0.24354 0.85329 0.72000 -0.34 0.28 0.58
H -1.34693 -1.12038 4.38129 -6.07 -1.07 1.17
O -1.49401 -0.11677 -3.84946 -3.85 -1.81 -2.86
H -0.60952 2.78876 1.50739 0.41 -0.54 -0.44
H 2.03163 0.22584 -0.52510 7.82 -5.24 0.09
O -3.33129 -0.00888 1.42518 2.61 1.55 0.98
H -2.00555 2.07168 3.95818 -0.79 0.67 0.79
H -3.81616 0.44357 2.10128 0.40 1.38 1.31
O 3.62807 1.28516 2.40931 -0.76 -2.13 3.25
H -1.57624 -4.52823 -0.36429 1.30 0.65 0.03
H 4.20982 -0.64544 -1.31102 2.20 -1.03 0.20
O 3.35437 -0.80616 -1.61026 -1.82 3.13 1.46
H 2.96276 -1.52222 -2.02978 0.20 -2.27 -1.29
H 3.11758 1.11358 -3.03687 -0.27 -0.70 0.14
H -0.11355 -1.86291 4.10257 -0.60 2.43 0.30
H 4.45014 0.70542 2.34622 -1.69 1.08 0.53
```
Positions in Å, forces in eV/Å.

The relative energy (zero: lowest compared OMol25 entry of this formula, charge and spin) is 170.87 kcal/mol. The value obtained for the orbital gap is 10.9439 eV. For the HOMO energy, the calculation gives -13.633 eV. Its net charge is +1. The value obtained for the LUMO energy is -2.69 eV.



Record 3
DFT (ωB97M-V/def2-TZVPD) results for a 15-piece molecular cluster, H31O15 overall at a distorted geometry.

Geometry as XYZ:
```
46
Properties=species:S:1:pos:R:3:forces:R:3
O 1.13335 -0.74094 1.64917 -0.73 -1.71 -1.47
H -2.99133 1.18663 -2.47562 -0.11 0.10 -0.77
H 1.37757 0.19038 1.68398 0.68 0.40 -0.57
O -1.06213 -1.19341 0.00314 0.82 -1.50 -0.21
H -2.36565 -4.41183 0.69764 -0.16 0.03 0.02
H -1.08128 -0.25195 0.19479 -0.81 0.60 -0.56
O 1.72193 3.10345 -1.16177 0.55 -0.08 0.57
H 1.04490 -2.47589 -0.86503 0.86 -0.07 -0.04
H -3.64710 -2.64202 1.95900 -0.27 0.08 -0.26
O 0.44459 3.14210 1.88231 -0.40 0.08 0.89
H 3.56832 2.18737 1.36659 0.16 0.25 -0.80
H 3.34603 -0.38105 -2.70438 0.60 -0.04 -0.43
O -2.35554 0.48027 -2.65507 -0.26 0.30 1.02
H 1.18138 3.54966 2.35400 0.39 -0.20 -0.44
H -1.67760 -4.03215 1.98363 0.10 0.03 0.11
O 0.88433 0.09147 -3.71748 0.14 0.21 0.17
H 1.88267 3.49140 -0.28787 -0.58 0.26 -0.05
H 2.55350 2.62675 -1.25146 0.10 -0.13 -0.63
O 1.10395 -2.69691 0.09624 -1.21 1.01 -0.30
H 0.12537 -0.44479 -3.47788 -0.15 -0.23 0.06
H -2.30242 3.80139 0.80976 0.29 0.18 -0.01
O 0.13098 1.06315 -0.03867 -0.30 0.37 -0.26
H 0.12173 -2.71235 0.23654 0.69 -0.16 0.48
H -3.25469 3.34052 1.86936 0.08 0.02 0.26
O 3.00238 2.56268 2.04095 0.72 -0.86 0.43
H -2.17246 0.26420 -1.72864 0.49 -0.40 -0.30
H 1.96928 -2.37270 -3.31613 0.03 -0.36 0.01
O 3.61144 -1.24868 -2.35898 -0.53 0.90 0.03
H -0.14143 1.95502 0.21429 0.24 0.10 0.35
O -2.15913 -3.64258 1.24483 0.65 -0.64 -0.15
H -1.81637 -1.69084 -0.30642 -0.63 0.70 0.27
H 2.79224 -1.41588 -1.88295 0.14 -0.59 0.35
O -2.31937 3.54213 1.73699 -0.42 -0.33 -0.14
H 3.38624 2.07607 2.78619 -0.34 0.45 0.43
H 0.48504 0.88659 -4.08475 0.07 0.08 -0.07
O 1.27377 -2.54514 -2.66643 -0.78 0.36 0.52
H 1.25923 -1.45166 0.73510 0.79 -0.04 0.94
H 1.04967 -3.47351 -2.60493 0.34 -0.37 -0.62
O -4.24325 -2.05934 1.46984 -0.17 0.41 0.49
H 0.15338 -0.61918 1.43874 0.47 0.20 1.30
H -1.62138 -0.53294 2.58424 -1.08 1.12 0.76
O -1.01692 0.17759 2.38045 1.46 -0.72 -1.14
H -0.99564 1.11709 2.54538 -1.37 -0.08 0.66
H -0.22211 3.14073 2.58293 -0.45 0.34 -0.47
H 0.60854 1.23520 -0.85947 0.02 -0.01 -0.22
H -3.96308 -2.18206 0.56430 -0.11 -0.06 -0.22
```
Positions in Å, forces in eV/Å.

The relative energy (zero: lowest compared OMol25 entry of this formula, charge and spin) is 66.01 kcal/mol. The value obtained for the orbital gap is 11.0260 eV. For the HOMO energy, the calculation gives -13.967 eV. Its net charge is +1. The value obtained for the LUMO energy is -2.94 eV.



Q: What is the formula in the first record?
A: H30O19S



Q: Number 3 is which compound?
A: H31O15



Q: Which value of net charge does entry 1 give?
A: -2